--- one ---
# C8H8

An isolated molecule of C8H8 (ωB97M-V with the def2-TZVPD basis set, the Open Molecules 2025 dataset).

Positions of all 16 atoms, in Å:
C1 1.098 0.681 1.378
C2 1.697 1.276 0.206
C3 -0.006 0.038 0.609
C4 -0.844 -0.702 1.373
C5 -0.017 0.246 -0.912
C6 1.955 2.020 -0.919
C7 1.436 0.625 -1.096
C8 -1.872 -1.524 0.677
H1 -0.736 -0.906 2.391
H2 -0.251 -0.617 -1.405
H3 -0.666 1.057 -1.177
H4 2.142 2.971 -1.381
H5 2.310 -0.042 -1.532
H6 -1.258 -2.099 0.012
H7 -2.673 -0.758 0.456
H8 -2.316 -2.269 1.320

Multiplicity: 1
HOMO energy in eV: -8.0968
Gap between HOMO and LUMO in eV: 7.2
Charge: 0


--- two ---
# C8H8

A cluster of 2 separate species, C8H8 in total (ωB97M-V with the def2-TZVPD basis set, the Open Molecules 2025 dataset).

Positions of all 16 atoms, in Å:
C1 -1.980 0.058 -1.032
C2 -1.510 0.977 -0.218
C3 -0.488 0.810 0.680
C4 -0.021 -0.548 0.680
C5 -0.425 -1.532 -0.305
C6 -1.367 -1.144 -1.239
H1 -2.743 0.399 -1.835
H2 -1.857 2.109 -0.211
H3 -0.099 1.720 1.177
H4 0.749 -0.911 1.386
H5 0.019 -2.468 -0.403
H6 -1.937 -1.845 -1.927
C7 3.512 0.506 0.863
C8 2.328 0.783 0.786
H7 4.440 -0.294 0.790
H8 1.379 1.380 0.807

SMILES: c1ccccc1.C#C
Multiplicity: 1
HOMO energy in eV: -9.2514
Gap between HOMO and LUMO in eV: 10.1
Charge: 0


--- three ---
# C8H8

An isolated molecule of C8H8 (ωB97M-V with the def2-TZVPD basis set, the Open Molecules 2025 dataset).

Positions of all 16 atoms, in Å:
C1 -2.183 -1.064 0.858
C2 -1.027 -0.776 -0.067
C3 -2.287 0.101 0.311
C4 -0.572 0.327 -0.819
C5 -1.781 1.174 -0.610
C6 0.517 -0.298 -0.028
C7 1.538 -1.224 -0.762
C8 1.040 0.454 1.186
H1 -2.374 1.289 -1.523
H2 -1.786 2.154 -0.088
H3 1.088 -1.748 -1.486
H4 1.840 -1.891 -0.028
H5 2.310 -0.653 -1.411
H6 1.557 -0.224 1.897
H7 0.319 1.125 1.700
H8 1.802 1.254 0.871

Multiplicity: 1
HOMO energy in eV: -8.5884
Gap between HOMO and LUMO in eV: 8.9
Charge: 0


--- four ---
# C8H8

A cluster of 2 separate species, C8H8 in total (ωB97M-V with the def2-TZVPD basis set, the Open Molecules 2025 dataset).

Positions of all 16 atoms, in Å:
C1 -1.330 -1.306 -0.333
C2 -1.188 -0.195 -1.247
C3 -1.101 1.084 -0.887
C4 -0.669 1.375 0.444
C5 -0.490 0.375 1.316
C6 -0.802 -0.990 0.900
H1 -1.658 -2.258 -0.679
H2 -1.578 -0.425 -2.311
H3 -1.427 1.743 -1.723
H4 -0.584 2.278 1.018
H5 -0.405 0.390 2.458
H6 -0.573 -1.750 1.742
C7 2.356 -0.127 -0.291
C8 3.589 -0.149 -0.402
H7 1.145 -0.274 -0.180
H8 4.714 0.230 0.174

SMILES: c1ccccc1.C#C
Multiplicity: 1
HOMO energy in eV: -9.5584
Gap between HOMO and LUMO in eV: 10.5
Charge: 0


Short version: three is the least stable of them.